[1]
# C8H8O4

One molecule with the formula C8H8O4 at a distorted geometry (wB97M-V/def2-TZVPD, OMol25).

XYZ file:
```
20
Properties=species:S:1:pos:R:3
H 3.8136 0.5905 -0.8628
H 1.1743 -2.4707 -0.1008
H 2.6533 1.8918 -0.6387
H 3.5320 0.8469 0.7793
O 2.4327 -1.2571 0.2854
H -2.0330 -2.0455 -0.1234
C -1.5777 -1.0770 -0.0457
O -3.6325 0.1755 0.0119
C 0.5736 -0.0602 -0.0857
C -0.2463 -1.2170 -0.0174
O 0.5710 2.3251 0.3847
H 0.3413 3.0933 -0.2376
C -2.2745 0.1422 -0.0506
C 3.0203 0.9476 -0.2405
C 2.0235 -0.1901 -0.1378
C -1.5151 1.2716 -0.1751
H -1.9294 2.2634 -0.2939
O 0.2199 -2.4397 0.0008
H -3.8586 -0.6227 0.4567
C -0.0742 1.1868 0.0126
```

Calculated values
Structure (SMILES) = CC(=O)c1c(O)cc(O)cc1O
Largest force on an atom = 3.02 eV/A
Orbital gap = 8.895 eV
ΔE to the lowest compared entry with this formula, charge and spin = 30.6 kcal per mole
Total charge = 0

Atom charges from the Löwdin analysis, given in e for atoms 1 to 4: 0.07 0.09 0.07 0.13

---

[2]
# C4H5NS

One molecule with the formula C4H5NS at a distorted geometry (wB97M-V/def2-TZVPD, OMol25).

XYZ file:
```
11
Properties=species:S:1:pos:R:3
S 1.9569 -0.0780 -0.0948
C -0.5874 -1.0572 0.1055
C -1.8554 0.7379 -0.0982
H 0.1331 2.0317 -0.0344
C -1.8911 -0.6973 -0.0248
H -2.7042 -1.3610 0.3917
H 2.5001 0.9883 1.0794
N 0.2462 -0.0437 -0.0197
H -2.8569 1.4049 -0.2552
C -0.6179 1.1230 0.1025
H -0.3963 -2.1479 -0.0371
```

Calculated values
Structure (SMILES) = Sn1cccc1
Largest force on an atom = 7.42 eV/A
Orbital gap = 8.440 eV
ΔE to the lowest compared entry with this formula, charge and spin = 73.8 kcal per mole
Total charge = 0

Atom charges from the Löwdin analysis, given in e for atoms 1 to 4: 0.70 -0.27 -0.15 0.14

---

[3]
# C24H19BF5N9O3Pt

C24H19BF5N9O3Pt as an isolated structure (wB97M-V/def2-TZVPD, OMol25).

XYZ file:
```
62
Properties=species:S:1:pos:R:3
H -2.2058 -3.2824 4.8443
C -3.0655 2.0012 -2.6177
F 1.0639 -3.2229 -3.6411
O -2.6627 -1.0249 1.5624
F 1.4132 1.5512 -4.2809
H -2.9336 1.7876 -3.6809
N 0.2894 1.9053 -1.3888
C 3.2588 -0.6467 0.9691
H -5.3652 0.9627 -3.5181
C 0.6903 -1.5746 5.2821
C -1.4076 -2.5751 4.6724
H 1.4512 1.8725 1.5661
C -5.0598 0.4973 -2.5890
C -3.4923 0.2976 -0.7879
O 3.1789 -1.4919 -1.9682
H 7.1199 3.5428 -1.9942
C 1.7073 0.2859 3.9327
C 6.7706 2.6183 -2.4522
C -4.2728 -0.7128 -0.2329
C 1.9685 -1.6309 -2.1125
F 2.3048 -4.0207 -2.0580
F 3.6313 1.8448 -4.3544
N 2.2585 0.1930 2.5969
H 1.3112 1.2991 4.0388
H -0.5115 -0.1846 2.4421
H 1.5402 -1.5196 5.9495
C -5.8405 -0.5025 -2.0307
C -0.4568 -0.8223 3.3153
C -0.2228 3.0802 -0.9514
H -2.5792 0.5955 -0.2919
C 0.6254 -0.7346 4.1809
C -2.6211 -1.8211 2.6633
Pt 2.6285 1.1476 -1.6470
H -0.2651 -3.1449 6.3845
H 7.4595 1.8085 -2.2178
C -3.8541 -1.3671 1.0029
N -3.6631 -2.5696 2.7661
C 2.0465 0.9771 1.5412
H 0.3358 3.7942 -0.3723
B 2.5642 1.5565 -3.5934
O 1.0888 -0.7338 -2.1070
H 6.7158 2.7451 -3.5340
C -0.7109 1.3715 -2.0669
N -1.7636 2.1867 -2.0247
N -1.4683 3.2878 -1.3007
C -5.4505 -1.1165 -0.8524
H -6.7519 -0.8121 -2.5227
H -3.5762 2.9617 -2.5292
C -3.8805 0.9038 -1.9711
H 3.8385 -1.3070 0.3489
C 1.4154 -3.0654 -2.3491
H -6.0378 -1.9065 -0.4076
C -0.3254 -2.4908 5.5264
N 3.0317 -0.8505 2.2423
H -0.6833 0.4254 -2.5793
N 2.6722 0.4806 0.4902
H 2.5233 0.1612 4.6435
N -4.4689 -2.2741 1.6792
F 0.3171 -3.3061 -1.6061
C 5.4502 2.2875 -1.9670
C -1.4717 -1.7364 3.5597
N 4.3979 2.0181 -1.6012
```

Calculated values
Largest force on an atom = 0.79 eV/A
Orbital gap = 7.923 eV
ΔE to the lowest compared entry with this formula, charge and spin = 21.0 kcal per mole
Total charge = 0

Atom charges from the Löwdin analysis, given in e for atoms 1 to 4: 0.12 -0.07 0.14 0.13

---

[4]
# C17H18N2OS

One molecule with the formula C17H18N2OS (wB97M-V/def2-TZVPD, OMol25).

XYZ file:
```
39
Properties=species:S:1:pos:R:3
H 1.6436 -0.3647 1.4202
C -0.2480 -0.2651 0.7470
O 0.7325 -2.6726 -0.5304
H -2.5839 -1.3108 2.2445
C -3.4171 -0.1149 0.6783
C 1.9832 1.8813 -1.3426
H -5.8666 1.0410 -1.3655
H 3.1135 -3.3092 0.2350
H -5.3919 0.6170 1.0065
C -2.7329 -0.1666 -1.6436
C 1.4373 -1.9983 0.1959
H 2.2046 3.7033 -0.2430
H -0.8577 -1.7228 -0.4747
N -1.1837 -0.8992 0.0372
H 1.2392 2.2844 -2.0135
C -4.9093 0.6370 -1.0723
C 2.3828 0.5629 -1.4685
C -4.6385 0.4027 0.2623
C 3.8735 0.8354 0.3834
H 4.7589 -1.5715 -0.5098
C -3.1695 -0.4009 2.1240
H 3.4446 -1.8259 -1.6698
C -3.9567 0.3402 -2.0330
C 2.9152 -2.2469 0.3789
C -2.4529 -0.3739 -0.2974
C 3.3285 0.0240 -0.6048
H -4.1100 -0.5080 2.6582
C 2.5260 2.6789 -0.3501
H -4.1638 0.5074 -3.0791
H -1.9750 -0.3975 -2.3784
H -2.6070 0.4169 2.5756
H 4.6141 0.4284 1.0587
C 3.6898 -1.4337 -0.6815
C 3.4764 2.1552 0.5092
H 3.2307 -1.9508 1.3799
S -0.3885 1.2211 1.4432
H 1.9510 -0.0608 -2.2392
H 3.9040 2.7734 1.2845
N 0.9775 -0.9119 0.8873
```

Calculated values
Structure (SMILES) = Cc1ccccc1NC(=S)NC(=O)CCc1ccccc1
Largest force on an atom = 0.77 eV/A
Orbital gap = 8.942 eV
ΔE to the lowest compared entry with this formula, charge and spin = 0.0 kcal per mole
Total charge = 0

Atom charges from the Löwdin analysis, given in e for atoms 1 to 4: 0.11 -0.80 0.07 0.08

---

no.,LUMO level (eV)
1,0.33
2,-0.05
3,-0.05
4,0.66